[1]
DFT (ωB97M-V/def2-TZVPD) results for 2 unconnected molecules or ions with the total composition H2NO4P.

Structure (ORCA input):
```
! RIJCOSX wB97M-V def2-TZVPD def2/J DEFGRID3
* xyz -2 1
H -1.02 -1.89 -1.32
O 1.26 -0.58 -1.12
N -1.53 -1.87 -0.30
O 1.78 -0.64 1.24
O -0.21 3.74 0.74
P 0.70 -0.44 0.26
H -0.42 3.15 -0.09
O -0.57 -1.46 0.59
*
```

Calculated values
E_LUMO (alpha / beta): 6.568 / 6.575 eV
ΔE to the lowest compared entry with this formula, charge and spin: 393.1 kJ/mol

---

[2]
DFT (ωB97M-V/def2-TZVPD) results for C2H4N2O in the gas phase.

Structure (ORCA input):
```
! RIJCOSX wB97M-V def2-TZVPD def2/J DEFGRID3
* xyz 0 3
N 0.83 -0.04 -0.38
N 1.11 1.01 -1.15
H 1.30 -1.02 -0.37
C -0.36 -0.02 0.33
H -1.19 -1.52 1.32
C -1.23 0.94 0.03
H -2.10 0.83 0.57
H 2.02 0.85 -1.58
O -0.38 -1.03 1.23
*
```

Calculated values
E_LUMO (alpha / beta): 0.641 / -0.778 eV
ΔE to the lowest compared entry with this formula, charge and spin: 109.3 kJ/mol

---

[3]
DFT (ωB97M-V/def2-TZVPD) results for C13H16BrClN2O4S in the gas phase.

Structure (ORCA input):
```
! RIJCOSX wB97M-V def2-TZVPD def2/J DEFGRID3
* xyz 0 1
H -0.93 0.50 1.49
C 4.20 -1.27 0.81
H -2.27 -3.53 -1.15
Cl 5.25 -2.59 0.58
C -2.83 -2.86 -0.50
H 1.46 -0.71 2.45
H -2.55 1.59 -0.04
O 1.85 3.31 1.20
O -4.01 -0.49 -0.05
H -3.44 -2.68 1.55
H 1.16 1.19 -1.47
C 0.55 2.02 -1.08
H -1.06 0.12 -2.27
N 0.13 1.76 0.27
C -2.88 -3.37 0.93
C -0.68 2.22 -1.96
H 3.71 1.99 0.03
C 4.46 -0.03 0.22
H -3.85 -2.72 -0.89
C -1.97 0.74 -0.41
O 0.58 1.83 2.73
H -0.36 2.39 -2.99
H -2.48 1.15 -2.47
H 1.16 2.93 -1.05
O -2.14 -1.61 -0.58
H -3.37 -4.34 0.94
S 1.23 2.05 1.47
N 3.15 -1.48 1.58
C -0.69 0.58 0.43
C -2.83 -0.50 -0.31
C 2.29 -0.50 1.80
Br 5.98 0.24 -0.86
H -1.22 3.10 -1.62
H -1.88 -3.48 1.33
H -0.15 -0.32 0.10
C 2.46 0.76 1.25
C 3.56 1.01 0.44
C -1.58 0.99 -1.88
*
```

Calculated values
Structure (SMILES): CCOC(=O)[C@@H]1CCCN(S(=O)(=O)c2cnc(Cl)c(Br)c2)C1
E_LUMO: -0.010 eV

---

[4]
DFT (ωB97M-V/def2-TZVPD) results for C10H14F2N2 in the gas phase.

Structure (ORCA input):
```
! RIJCOSX wB97M-V def2-TZVPD def2/J DEFGRID3
* xyz 0 1
H -0.78 -1.72 1.91
H 4.41 1.75 -1.00
H -2.31 1.04 -0.54
H 4.82 0.18 -0.40
C -2.24 -0.09 -0.72
H -2.47 -1.37 1.51
C 1.81 1.57 -0.39
C 1.22 -1.15 -0.03
H -0.35 1.82 -0.39
H 3.30 -1.44 -0.05
H -2.83 0.10 -2.72
C 0.17 -0.24 -0.11
C -2.05 -0.49 -2.17
C -1.56 0.21 2.39
H -0.72 0.90 2.42
H 1.99 2.63 -0.52
F -2.74 0.94 2.04
C -1.48 -0.97 1.45
H 1.05 -2.21 0.19
C 2.50 -0.73 -0.03
N 4.16 0.97 -0.38
H -3.14 -0.59 -0.41
H -1.68 -0.10 3.42
F -2.17 -1.86 -2.33
H -1.10 -0.18 -2.56
C 0.49 1.06 -0.33
N -1.16 -0.69 0.05
C 2.85 0.64 -0.31
*
```

Calculated values
Structure (SMILES): Nc1ccc(N(CCF)CCF)cc1
E_LUMO: 0.885 eV
ΔE to the lowest compared entry with this formula, charge and spin: 0.0 kJ/mol

---

[5]
DFT (ωB97M-V/def2-TZVPD) results for C4H6N2O2 in the gas phase.

Structure (ORCA input):
```
! RIJCOSX wB97M-V def2-TZVPD def2/J DEFGRID3
* xyz 0 1
H -2.15 1.18 -0.89
C -1.71 -0.20 0.79
H 3.35 -0.88 -0.33
H -2.75 -0.54 0.84
N -0.05 1.31 -0.18
O 2.84 -0.48 0.35
H -1.22 -0.20 1.79
H -1.57 -1.60 -0.94
N 2.15 0.58 -0.19
C -1.31 0.69 -0.37
C -1.10 -0.80 -0.41
C 0.81 0.35 -0.30
O 0.37 -0.86 -0.59
H 2.32 1.45 0.43
*
```

Calculated values
Structure (SMILES): ONC1=N[C@@H]2C[C@@H]2O1
E_LUMO: 0.882 eV
ΔE to the lowest compared entry with this formula, charge and spin: 384.1 kJ/mol

---

[6]
DFT (ωB97M-V/def2-TZVPD) results for C2H5ClO3S in the gas phase.

Structure (ORCA input):
```
! RIJCOSX wB97M-V def2-TZVPD def2/J DEFGRID3
* xyz 0 1
O -1.47 0.24 1.92
H 0.05 -0.77 -1.51
S -1.03 -0.43 0.75
O 1.18 0.82 1.10
O -0.74 -1.86 0.74
H 0.66 0.81 1.85
H 1.71 -0.85 -0.85
Cl -2.47 -0.13 -0.65
C 0.36 0.49 0.05
H 1.16 0.42 -1.90
C 0.90 -0.22 -1.13
H -0.31 1.49 -0.38
*
```

Calculated values
Structure (SMILES): C[C@H](O)S(=O)(=O)Cl
E_LUMO: 0.308 eV
ΔE to the lowest compared entry with this formula, charge and spin: 66.7 kJ/mol

---

[7]
DFT (ωB97M-V/def2-TZVPD) results for C17H19NO4S in the gas phase.

Structure (ORCA input):
```
! RIJCOSX wB97M-V def2-TZVPD def2/J DEFGRID3
* xyz 0 1
C -0.11 -2.37 5.86
H -1.76 -0.94 5.87
C 0.40 -3.57 6.68
H 1.39 -1.25 7.00
O -1.10 -3.74 4.22
H 1.34 -3.93 6.35
C -1.36 -1.79 6.49
O -2.59 0.39 -4.40
H -2.84 2.86 -5.62
C -0.29 -2.25 2.03
C 0.23 0.67 -1.97
C 0.63 2.16 -3.88
H 1.24 2.87 -4.41
O 0.02 -1.91 3.38
H 2.53 1.11 -0.44
C 0.42 -1.28 1.09
C 0.99 -1.31 5.94
H 1.85 -1.55 5.31
H -1.15 -1.46 7.53
H -0.02 -3.30 1.77
C 0.67 0.05 -0.72
C -2.68 0.70 -5.78
N -0.11 -0.88 -0.03
H 0.57 -3.23 7.72
H -3.70 0.57 -6.16
C 1.85 0.35 -0.09
C -0.58 1.74 -4.45
C -1.42 0.83 -3.78
H -2.29 2.28 -7.17
H -2.10 -0.02 -6.37
H 0.56 -0.34 5.65
S 2.00 -0.55 1.39
C -2.18 2.10 -6.09
H -1.35 -2.23 1.84
H -1.59 -0.49 -2.09
C -0.98 0.27 -2.58
H -0.35 -4.37 6.70
C 1.01 1.64 -2.62
H 1.98 2.00 -2.23
C -0.44 -2.71 4.40
H -2.14 -2.58 6.55
O -0.84 2.29 -5.68
*
```

Calculated values
Structure (SMILES): CC(C)(C)C(=O)OCc1nc(-c2ccc3c(c2)OCCO3)cs1
E_LUMO: 0.645 eV
ΔE to the lowest compared entry with this formula, charge and spin: 172.8 kJ/mol

---

[8]
DFT (ωB97M-V/def2-TZVPD) results for a molecular structure, C44H39ClIrO4S.

Structure (ORCA input):
```
! RIJCOSX wB97M-V def2-TZVPD def2/J DEFGRID3
* xyz 0 2
C 1.51 -5.60 1.80
C -2.49 -1.00 5.46
H 7.09 -1.66 1.25
S -1.38 -0.22 -1.55
H -2.64 -0.81 1.05
H 0.48 2.95 0.44
H 4.39 -1.45 5.63
C 3.77 -2.35 1.24
H 6.38 -0.24 -0.66
H -0.60 -0.21 4.84
C -0.06 -1.46 2.59
C -3.41 -0.54 0.33
C -0.38 2.47 -0.03
H -0.88 -4.57 -0.49
C -1.65 2.56 2.15
C -5.73 -0.15 -0.16
C 2.25 -2.68 -3.90
H -2.56 -0.35 6.32
C -5.39 0.20 -1.47
H 2.13 -6.20 1.13
H -0.49 2.74 -1.08
O -0.02 -3.77 1.89
C 1.91 -1.44 -0.32
H 2.88 -3.42 5.63
C -3.06 -0.19 -0.97
H -4.98 -0.78 1.75
C -3.51 -1.90 5.18
C -0.08 -2.45 1.38
C -2.89 2.60 0.08
H -6.16 0.49 -2.17
C 4.33 -0.83 -0.51
O 1.51 -0.18 0.16
O -0.39 -0.16 2.15
C 3.36 -1.59 0.16
H 2.15 -5.06 2.50
H 4.03 -0.22 -1.36
C 1.89 -1.56 -4.64
C -4.08 2.62 0.79
C 2.26 -2.63 -2.52
H -1.08 -2.28 0.94
C 3.20 -0.36 4.22
C -2.83 2.56 2.87
H 0.23 -5.93 -0.65
H 5.40 -2.99 2.47
C 1.56 -0.34 -2.60
O 1.55 -3.77 0.30
C 6.05 -1.63 0.95
Cl -5.52 2.55 3.07
H 1.32 0.59 -2.09
C 1.22 -1.46 3.41
C 5.11 -2.38 1.62
H -4.37 -1.96 5.83
H -3.79 0.47 -2.88
C 3.50 -1.46 5.01
H -4.18 -3.44 3.85
C -2.29 -2.65 3.24
H -2.24 -3.31 2.39
H 1.88 -1.60 -5.72
C 1.90 -1.45 -1.85
C 5.65 -0.84 -0.12
H 0.86 -6.28 2.36
H -5.03 2.62 0.28
C -4.73 -0.51 0.73
H 2.56 -3.50 -1.95
H 0.84 -3.40 4.24
C 2.07 -0.36 3.42
C -4.03 2.58 2.17
C 0.89 -2.53 0.13
H 3.06 -2.93 1.80
H 0.20 -2.63 -0.71
C -0.30 -5.31 0.06
H -6.76 -0.13 0.15
C -3.40 -2.72 4.07
H -2.82 2.52 3.94
C 1.55 -0.39 -3.98
H -0.99 -5.93 0.63
C 0.68 -4.62 1.00
H -2.91 2.59 -1.00
C 1.52 -2.56 4.22
H 1.28 0.49 -4.55
C -4.06 0.19 -1.87
Ir -0.31 0.48 0.30
H 3.86 0.50 4.22
C -1.66 2.56 0.75
C -1.39 -0.92 4.63
H 1.85 0.48 2.79
C -1.27 -1.75 3.51
H -0.70 2.51 2.68
C 2.66 -2.56 5.00
H 2.54 -3.59 -4.41
*
```

Calculated values
E_LUMO (alpha / beta): -0.950 / -1.147 eV
ΔE to the lowest compared entry with this formula, charge and spin: 123.2 kJ/mol

---

[9]
DFT (ωB97M-V/def2-TZVPD) results for C3H3F2I in the gas phase.

Structure (ORCA input):
```
! RIJCOSX wB97M-V def2-TZVPD def2/J DEFGRID3
* xyz 0 1
F 2.18 2.32 -0.01
H -0.24 -0.98 -1.22
C 0.95 0.34 0.02
I -2.09 0.51 0.03
H 0.12 2.31 -0.46
H -0.10 -1.55 0.60
C -0.34 -0.67 -0.17
C 1.01 1.67 -0.05
F 2.06 -0.42 0.21
*
```

Calculated values
Structure (SMILES): F/C=C(\F)CI
E_LUMO: 0.169 eV
ΔE to the lowest compared entry with this formula, charge and spin: 109.4 kJ/mol